(1)
{
  "formula": "C2H5N2O",
  "method": "ωB97M-V/def2-TZVPD",
  "symbols": ["C", "C", "N", "N", "O", "H", "H", "H", "H", "H"],
  "xyz": [[-1.793, -0.794, 0.914], [0.937, 0.286, 0.540], [-2.490, 0.547, -0.973], [-2.149, 0.036, -0.006], [1.008, 0.883, -0.583], [-1.774, -1.867, 0.508], [-1.732, -0.718, 2.026], [0.083, 0.670, 1.058], [1.547, -0.631, 0.736], [1.747, 0.588, -1.151]],
  "atomic_forces_ev_per_a": [[1.301, -3.232, 0.701], [-0.716, -0.570, -1.740], [1.097, -0.703, 2.481], [-1.714, 1.354, -2.627], [0.791, -0.282, 0.504], [-0.027, 1.697, 0.662], [-0.458, 0.857, -1.346], [0.248, -0.040, 1.275], [-0.396, 1.008, 0.261], [-0.125, -0.088, -0.171]],
  "lowdin_charge": [-0.0651, 0.1693, 0.2757, -0.1861, 0.1689, 0.1196, 0.1004, 0.0791, 0.1598, 0.1784],
  "max_force_ha_per_bohr": 0.069,
  "homo_energy_ev": [-13.309, -13.310],
  "gap_ev": [6.641, 6.645],
  "de_lowest_ev": 4.948,
  "charge": 1,
  "multiplicity": 1,
  "total_energy_ev": -7171.0836
}


(2)
{
  "formula": "C26H21AsCl5N3O2SV",
  "method": "ωB97M-V/def2-TZVPD",
  "symbols": ["V", "C", "C", "N", "C", "C", "C", "C", "C", "C", "C", "C", "C", "N", "C", "H", "H", "H", "H", "H", "H", "H", "H", "Cl", "C", "C", "Cl", "C", "Cl", "C", "O", "C", "O", "C", "Cl", "C", "As", "C", "C", "S", "H", "H", "H", "H", "H", "H", "H", "H", "H", "Cl", "C", "C", "C", "C", "N", "C", "H", "H", "H", "H"],
  "xyz": [[0.151, -0.134, 0.360], [0.048, 0.414, 4.751], [-0.346, 0.238, 3.422], [0.519, 0.079, 2.430], [1.845, 0.129, 2.731], [2.329, 0.286, 4.034], [1.385, 0.426, 5.064], [3.748, 0.327, 4.256], [4.617, 0.253, 3.227], [4.148, 0.133, 1.874], [4.997, 0.120, 0.755], [4.455, 0.039, -0.503], [3.066, -0.049, -0.646], [2.250, -0.057, 0.393], [2.773, 0.051, 1.637], [-0.708, 0.545, 5.513], [-1.391, 0.222, 3.136], [1.719, 0.557, 6.086], [4.104, 0.432, 5.274], [5.685, 0.298, 3.400], [6.069, 0.188, 0.896], [5.079, 0.050, -1.385], [2.587, -0.113, -1.616], [-0.436, 5.320, -3.635], [-0.331, 3.686, -3.075], [-0.403, 2.636, -3.972], [-0.599, 2.933, -5.666], [-0.312, 1.320, -3.499], [-0.392, -0.031, -4.587], [-0.158, 1.044, -2.149], [-0.053, -0.184, -1.669], [-0.093, 2.127, -1.218], [0.045, 1.833, 0.055], [-0.175, 3.427, -1.705], [-0.083, 4.721, -0.561], [-2.666, -2.072, -1.986], [-3.301, -1.646, -0.211], [-5.220, -1.538, -0.356], [-3.019, -3.189, 0.921], [-2.498, 0.152, 0.497], [-2.265, -3.084, -2.024], [-1.890, -1.346, -2.234], [-3.496, -1.982, -2.685], [-5.631, -2.501, -0.656], [-5.468, -0.779, -1.095], [-5.623, -1.241, 0.610], [-3.015, -4.101, 0.325], [-3.829, -3.230, 1.648], [-2.073, -3.080, 1.441], [0.760, -4.937, -2.618], [0.727, -4.247, -1.034], [0.989, -5.025, 0.079], [0.950, -4.409, 1.320], [0.640, -3.064, 1.393], [0.372, -2.320, 0.312], [0.432, -2.900, -0.893], [1.219, -6.076, -0.028], [1.156, -4.965, 2.224], [0.598, -2.553, 2.347], [0.245, -2.252, -1.743]],
  "atomic_forces_ev_per_a": [[-0.799, 0.016, -0.490], [0.016, 0.016, 0.030], [-0.017, -0.056, -0.093], [0.262, 0.028, 0.381], [-0.041, 0.025, 0.036], [0.005, 0.010, 0.005], [-0.036, -0.007, -0.026], [0.001, 0.000, 0.007], [0.000, -0.003, -0.003], [-0.013, 0.014, 0.006], [-0.003, -0.010, -0.024], [0.020, 0.010, 0.010], [-0.061, -0.045, 0.001], [0.209, 0.031, 0.083], [0.064, 0.009, -0.059], [0.001, -0.011, 0.003], [-0.006, -0.001, 0.019], [0.002, 0.000, 0.001], [0.006, 0.007, -0.004], [-0.001, 0.008, 0.005], [0.001, 0.002, 0.001], [0.001, -0.008, 0.000], [0.011, 0.004, -0.006], [0.001, -0.005, 0.000], [0.000, 0.008, 0.028], [0.003, 0.003, -0.038], [-0.001, -0.004, 0.004], [-0.026, 0.033, 0.060], [0.001, -0.028, -0.029], [0.029, 0.080, -0.050], [0.235, -0.078, 0.046], [-0.009, -0.065, 0.065], [0.073, 0.216, -0.066], [-0.016, -0.030, -0.066], [0.002, 0.012, 0.014], [-0.038, 0.015, 0.014], [0.003, -0.022, -0.282], [-0.008, 0.024, 0.015], [-0.025, -0.006, 0.020], [0.092, -0.034, 0.329], [-0.015, -0.015, 0.010], [0.025, -0.040, 0.016], [-0.007, -0.007, 0.003], [0.014, -0.001, -0.010], [0.012, 0.004, 0.001], [-0.006, -0.009, 0.001], [-0.020, 0.011, -0.014], [0.021, 0.000, 0.018], [0.050, 0.002, -0.007], [-0.005, -0.001, -0.011], [-0.010, 0.000, -0.001], [-0.005, -0.006, 0.003], [-0.010, 0.004, 0.007], [-0.048, 0.009, 0.007], [0.080, -0.099, 0.026], [-0.027, 0.014, 0.026], [0.008, 0.002, -0.001], [0.003, -0.009, -0.008], [-0.011, 0.000, -0.007], [0.016, -0.017, -0.006]],
  "lowdin_charge": [0.5978, -0.0313, -0.0970, 0.0261, -0.1330, -0.1395, -0.0021, -0.0156, -0.0134, -0.1369, 0.0010, -0.0222, -0.0603, 0.0475, -0.1273, 0.1101, 0.0775, 0.1196, 0.1166, 0.1174, 0.1201, 0.1121, 0.1282, 0.6351, -0.7196, -0.7243, 0.6311, -0.6113, 0.6636, -0.4014, -0.2967, -0.4075, -0.2478, -0.6150, 0.6730, -0.2271, 0.7146, -0.2663, -0.2412, 0.2859, 0.0303, -0.0020, 0.0420, 0.0396, 0.0400, 0.0348, 0.0397, 0.0353, 0.0054, 0.7029, -0.6394, -0.0794, -0.0442, -0.1317, -0.0018, -0.1442, 0.1122, 0.1115, 0.1106, 0.0977],
  "max_force_ha_per_bohr": 0.018,
  "homo_energy_ev": [-5.854, -6.239],
  "gap_ev": [5.284, 5.529],
  "de_lowest_ev": 0.636,
  "charge": 0,
  "multiplicity": 4,
  "total_energy_ev": -195845.8921
}


(3)
{
  "formula": "C2H4O2",
  "method": "ωB97M-V/def2-TZVPD",
  "symbols": ["C", "O", "C", "O", "H", "H", "H", "H"],
  "xyz": [[-0.991, -0.391, 0.028], [0.211, -0.939, 0.525], [2.051, 1.043, -0.238], [1.910, 2.094, 0.171], [-0.824, 0.502, -0.593], [-1.588, -0.090, 0.892], [-1.566, -1.121, -0.560], [0.797, -1.099, -0.225]],
  "atomic_forces_ev_per_a": [[-0.396, 0.163, -0.064], [0.188, -0.126, -0.162], [-0.048, 1.480, 0.421], [0.159, -1.382, -0.480], [0.022, -0.148, 0.098], [0.057, -0.075, -0.140], [0.080, 0.116, 0.103], [-0.062, -0.028, 0.223]],
  "lowdin_charge": [-0.1797, -0.1656, 0.0261, 0.0467, 0.0682, 0.0816, 0.0776, 0.0451],
  "max_force_ha_per_bohr": 0.030,
  "homo_energy_ev": -10.474,
  "gap_ev": 11.534,
  "de_lowest_ev": 1.354,
  "charge": 0,
  "multiplicity": 1,
  "total_energy_ev": -6232.9530
}


(4)
{
  "formula": "C2H3O2Tl",
  "method": "ωB97M-V/def2-TZVPD",
  "symbols": ["O", "Tl", "O", "C", "C", "H", "H", "H"],
  "xyz": [[0.252, 2.679, -0.561], [0.242, 0.885, -1.230], [-0.663, 2.470, -1.751], [-0.127, -1.045, 1.084], [0.189, -0.931, -0.227], [0.167, -1.904, 1.706], [-0.831, -0.356, 1.570], [0.772, -1.796, -0.591]],
  "atomic_forces_ev_per_a": [[0.494, 3.935, 1.601], [-0.098, -6.319, 0.521], [-1.419, 2.747, -1.720], [-0.905, 0.521, -0.817], [1.701, -1.904, 1.251], [-0.261, 0.177, -0.664], [0.717, 0.093, -0.011], [-0.228, 0.749, -0.160]],
  "lowdin_charge": [-0.4612, 1.2021, -0.4544, -0.0957, -0.3378, 0.0660, 0.0569, 0.0242],
  "max_force_ha_per_bohr": 0.123,
  "homo_energy_ev": -8.856,
  "gap_ev": 7.811,
  "de_lowest_ev": 4.725,
  "charge": 0,
  "multiplicity": 1,
  "total_energy_ev": -10902.8192
}


(5)
{
  "formula": "C5H11NO",
  "method": "ωB97M-V/def2-TZVPD",
  "symbols": ["C", "C", "C", "C", "C", "H", "H", "H", "H", "H", "H", "H", "H", "H", "H", "H", "N", "O"],
  "xyz": [[1.632, -1.211, 0.255], [0.521, -0.373, 0.773], [-1.668, -0.592, 1.819], [-0.720, 1.073, -2.408], [0.473, 1.677, -2.548], [1.181, -2.261, 0.360], [2.504, -1.075, 0.878], [2.066, -1.064, -0.792], [-0.664, -2.152, 0.717], [-1.123, 0.387, 2.063], [-2.373, -0.332, 1.136], [-1.964, -1.119, 2.767], [-1.056, 0.510, -3.237], [-1.175, 0.955, -1.376], [0.716, 2.117, -3.598], [1.032, 2.192, -1.796], [-0.637, -1.142, 0.946], [0.486, 0.799, 1.113]],
  "atomic_forces_ev_per_a": [[0.472, -1.592, -1.387], [-1.953, -0.263, 0.170], [3.154, 1.312, 1.419], [1.663, 0.042, 2.354], [-1.196, 1.835, -2.483], [1.595, 1.242, -0.432], [0.106, -0.186, 0.505], [-1.250, 0.145, 1.235], [0.278, 1.329, 0.277], [-1.388, -1.120, 0.327], [-3.221, 0.698, -1.015], [0.340, 0.091, -1.335], [-1.107, -0.049, -0.730], [0.583, -0.181, -1.454], [0.096, -1.669, 1.585], [-0.025, -0.011, 0.780], [0.689, -1.331, 0.702], [1.164, -0.293, -0.518]],
  "lowdin_charge": [-0.0088, -0.5530, -0.0785, -0.0794, -0.0931, 0.0931, 0.0765, 0.1068, 0.1307, 0.0991, 0.0358, 0.1012, 0.0240, 0.0616, 0.0768, 0.0263, -0.0379, 0.0189],
  "max_force_ha_per_bohr": 0.072,
  "smiles": "CNC(C)=O.C=C",
  "homo_energy_ev": -9.654,
  "gap_ev": 10.560,
  "de_lowest_ev": 2.783,
  "charge": 0,
  "multiplicity": 1,
  "total_energy_ev": -8898.9145
}